No. 1
52
Properties=species:S:1:pos:R:3:lowdin_charge:R:1 method="wB97M-V/def2-TZVPD" gap_ev=8.5 homo_ev=-8.017 relative_energy_kj_mol=15.9 lumo_ev=0.52 energy_ha=-947.594686 smiles=CCCCN(CCCC)Cc1cc2ccccc2c2c1COC2
C 0.1152 3.2524 1.0790 -0.105
C 0.4237 1.9770 0.3053 -0.264
C 1.9240 1.7706 0.1266 -0.187
C 2.2608 0.5141 -0.6839 -0.175
N 1.8912 -0.7362 -0.0322 -0.157
C 3.0120 -1.4207 0.5865 -0.210
C 3.4556 -0.7628 1.8949 -0.194
C 2.3149 -0.6236 2.9028 -0.263
C 1.8553 -1.9593 3.4748 -0.107
C 1.1003 -1.6039 -0.8947 -0.133
C -0.3020 -1.0718 -1.0258 -0.150
C -1.1129 -1.0122 0.0824 0.010
C -2.4199 -0.4878 0.0341 -0.151
C -3.2371 -0.4214 1.1827 -0.031
C -4.5008 0.0934 1.1147 -0.084
C -5.0108 0.5670 -0.1048 -0.081
C -4.2490 0.5197 -1.2385 -0.020
C -2.9411 -0.0055 -1.1986 -0.108
C -2.0999 -0.0912 -2.3211 -0.095
C -0.8287 -0.6037 -2.2385 -0.104
C -0.2115 -0.5698 -3.6048 -0.139
O -1.1751 0.0377 -4.4532 -0.102
C -2.3709 0.3135 -3.7364 -0.137
H 0.5680 3.2182 2.0677 0.070
H 0.5047 4.1233 0.5555 0.070
H -0.9591 3.3744 1.1969 0.068
H 0.0073 1.1201 0.8348 0.085
H -0.0579 2.0197 -0.6746 0.112
H 2.3959 1.7236 1.1071 0.095
H 2.3442 2.6291 -0.4044 0.116
H 1.7305 0.5882 -1.6372 0.107
H 3.3393 0.5193 -0.9068 0.121
H 3.8814 -1.4765 -0.0953 0.121
H 2.7066 -2.4457 0.8058 0.107
H 4.2557 -1.3699 2.3258 0.112
H 3.8721 0.2224 1.6810 0.096
H 1.4752 -0.1348 2.4087 0.085
H 2.6484 0.0161 3.7236 0.106
H 2.6886 -2.4897 3.9320 0.073
H 1.0934 -1.8015 4.2352 0.069
H 1.4311 -2.5899 2.6979 0.060
H 1.0443 -2.5899 -0.4241 0.126
H 1.5573 -1.7333 -1.8903 0.128
H -0.7345 -1.3724 1.0281 0.123
H -2.8419 -0.7856 2.1204 0.112
H -5.1187 0.1406 1.9995 0.101
H -6.0126 0.9698 -0.1386 0.102
H -4.6370 0.8829 -2.1788 0.111
H 0.0149 -1.5810 -3.9746 0.132
H 0.7125 0.0231 -3.6421 0.121
H -3.2005 -0.2594 -4.1756 0.132
H -2.6028 1.3832 -3.8291 0.131

***

No. 2
47
Properties=species:S:1:pos:R:3:lowdin_charge:R:1 method="wB97M-V/def2-TZVPD" s2=6.059 gap_ev="5.0 / 5.7" homo_ev="-4.750 / -7.835" lumo_ev="0.20 / -2.13" spin_multiplicity=5 energy_ha=-1438.708122
Os 0.0827 -0.0226 0.5431 0.889
Si 0.2230 -2.0857 -0.6090 0.445
P 0.5027 1.1742 -1.3038 0.620
N -1.6897 0.2437 0.4568 -0.227
H 0.5562 1.3448 1.4878 0.028
C 0.8248 2.9773 -1.1993 -0.251
H 0.9821 3.4223 -2.1956 0.050
H 1.7208 3.1534 -0.5890 0.046
H -0.0287 3.4763 -0.7206 0.048
C 1.9456 0.6122 -2.2742 -0.242
H 2.0650 1.2435 -3.1654 0.052
H 1.8060 -0.4296 -2.5851 0.029
H 2.8502 0.6862 -1.6561 0.047
C -0.8773 1.1137 -2.5048 -0.252
H -0.6226 1.6538 -3.4258 0.049
H -1.7641 1.5763 -2.0562 0.046
H -1.1076 0.0722 -2.7483 0.023
C 1.8986 -2.9375 -0.6895 -0.309
H 2.2757 -3.1550 0.3206 0.024
H 2.6416 -2.3402 -1.2340 0.008
H 1.7493 -3.8928 -1.2175 0.023
H -0.6237 -3.0188 0.2019 -0.058
H -0.2856 -1.9907 -2.0123 -0.074
C -3.0093 0.1021 0.3289 -0.392
C -5.2912 0.8942 0.7431 -0.110
C -3.9299 1.0053 0.9672 -0.041
C -3.5658 -0.9721 -0.4453 -0.041
C -4.9318 -1.0563 -0.6607 -0.105
C -5.7974 -0.1253 -0.0757 -0.111
H -5.9724 1.6100 1.2050 0.099
H -3.4912 1.7705 1.6127 0.103
H -2.8610 -1.7034 -0.8543 0.082
H -5.3247 -1.8523 -1.2942 0.101
H -6.8709 -0.1905 -0.2616 0.096
C 3.0491 -0.0179 1.5127 -0.574
O 2.0074 -0.2605 0.8295 -0.402
C 3.0145 0.5813 2.8674 -0.089
H 3.9878 1.0603 3.0482 0.077
H 2.9030 -0.2009 3.6393 0.070
H 2.2158 1.3265 2.9797 0.052
C 4.3971 -0.4204 1.0352 -0.071
H 5.0167 0.4817 0.9207 0.075
H 4.3903 -0.9835 0.0974 0.067
H 4.8790 -1.0207 1.8208 0.076
O -0.2165 -1.0268 2.7379 -0.127
H -0.2847 -0.3193 3.4035 0.072
H 0.5613 -1.5590 3.0187 0.082

***

No. 3
32
Properties=species:S:1:pos:R:3:lowdin_charge:R:1 method="wB97M-V/def2-TZVPD" s2=3.776 gap_ev="7.6 / 6.1" homo_ev="-14.793 / -15.162" lumo_ev="-7.19 / -9.06" charge=+2 spin_multiplicity=4 energy_ha=-2245.171192
Re 0.3926 -0.0739 0.3038 1.153
Cl 2.7303 -0.3512 0.3281 0.798
C 3.2019 -0.0411 2.0517 -0.524
C 4.5443 0.0898 2.2974 -0.062
C 4.8965 0.3030 3.6212 -0.016
C 3.9221 0.3758 4.6061 -0.051
C 2.5810 0.2384 4.2878 -0.666
Cl 1.3941 0.3314 5.5359 0.752
C 2.1848 0.0254 2.9768 -0.638
S 0.4574 -0.1917 2.5891 0.653
H 5.2840 0.0303 1.5099 0.131
H 5.9406 0.4119 3.8816 0.134
H 4.1955 0.5425 5.6396 0.129
N -1.8302 0.0097 0.2393 -0.029
N -2.3681 1.2929 0.0189 0.047
C -1.5431 2.3727 0.0304 -0.364
N -2.0683 3.5654 -0.0992 0.262
N -0.2572 2.0293 0.1750 -0.022
N 0.7195 3.0290 0.3804 -0.400
O 1.8093 2.5679 0.5910 0.062
O 0.4428 4.1993 0.2873 0.133
H -2.1254 -0.5995 -0.5267 0.138
H -2.2132 -0.3682 1.1092 0.137
H -3.3694 1.3694 -0.0821 0.183
H -3.0638 3.7048 -0.1804 0.155
H -1.4486 4.3672 -0.0853 0.126
C 0.4433 -3.3972 -0.3263 -0.005
C 0.2807 -1.9393 -0.4973 -0.503
O 0.0581 -1.3090 -1.5466 -0.042
H -0.4855 -3.8974 -0.6208 0.118
H 0.6964 -3.6394 0.7004 0.092
H 1.2165 -3.7418 -1.0188 0.120

***

No. 4
26
Properties=species:S:1:pos:R:3:lowdin_charge:R:1 method="wB97M-V/def2-TZVPD" gap_ev=9.1 homo_ev=-8.188 relative_energy_kj_mol=283.6 lumo_ev=0.96 energy_ha=-621.067325
C 2.0550 2.7390 -0.5366 -0.086
C 1.4630 1.6572 -0.9959 -0.241
C 1.4665 -2.3913 0.8886 -0.175
C -2.2555 0.6997 -1.2183 -0.174
C -2.3329 0.6592 1.1410 -0.179
C 1.4931 -1.5464 -0.4274 -0.322
C -1.6643 -0.0704 -0.0390 -0.328
N 1.2067 0.6254 1.6011 -0.064
Si 0.8489 0.1473 -0.0076 0.670
H 2.5034 3.5030 -1.1637 0.049
H 2.4235 2.9408 0.4731 0.046
H 1.4244 1.5586 -2.0865 0.051
H 1.9791 -2.0307 1.6968 0.015
H 0.4656 -2.4021 1.2026 0.036
H 1.9264 -3.4090 0.6568 0.097
H -3.2577 0.3265 -1.4344 0.074
H -2.1672 1.8411 -0.9319 0.112
H -1.6595 0.4758 -2.0191 0.012
H -2.0880 0.3217 2.1076 0.040
H -3.3910 0.6772 0.9587 0.058
H -2.1709 1.7712 0.9575 0.080
H 0.8854 -2.0825 -1.1550 0.063
H 2.5706 -1.5392 -0.7147 0.076
H -1.9024 -1.1019 -0.0081 0.052
H 0.4037 0.9694 2.2451 0.090
H 1.9386 1.2117 1.6634 -0.052

***

No. 5
75
Properties=species:S:1:pos:R:3:lowdin_charge:R:1 method="wB97M-V/def2-TZVPD" s2=0.758 gap_ev="4.6 / 4.5" homo_ev="-1.829 / -1.772" relative_energy_kj_mol=2137.8 lumo_ev="2.72 / 2.72" charge=-1 spin_multiplicity=2 energy_ha=-3807.968433
Pt 0.6746 -0.3173 1.5990 1.308
C 0.0275 1.0818 -0.5951 -0.127
C 1.3854 1.7089 -0.2204 -0.642
C 2.3301 1.5473 -1.4163 -0.063
C 1.1979 3.2426 0.0135 -0.082
O 2.0895 0.6899 0.4892 -0.441
Ge 1.9158 1.6830 2.5099 1.262
O -0.3034 1.2722 2.4667 -0.368
C -0.6063 1.2046 3.5998 -0.957
C -0.9466 -0.2864 3.7368 -0.071
C 0.0598 1.7201 4.9060 -0.071
C -1.9186 1.9817 3.4153 -0.046
O 1.9668 -0.2857 3.1538 -0.452
C 3.1658 -0.7840 2.8331 -0.790
C 4.4621 0.0414 2.5938 -0.078
C 2.9401 -1.7508 1.6555 -0.089
C 3.3833 -1.6221 4.0990 -0.053
H -0.3876 1.5653 -1.5045 0.156
H -0.7277 1.1937 0.2038 0.099
H 0.1550 -0.0032 -0.8066 -0.053
H 1.9269 2.0411 -2.3231 0.080
H 2.4787 0.4666 -1.6416 0.094
H 3.3254 1.9857 -1.1845 0.085
H 0.7970 3.7260 -0.9045 0.094
H 2.1698 3.7211 0.2575 0.067
H 0.4742 3.4558 0.8268 0.065
H -0.0510 -0.9124 3.9053 0.066
H -1.4600 -0.6534 2.8185 0.083
H -1.6236 -0.4486 4.5998 0.084
H 0.9920 1.1680 5.1444 0.061
H -0.6281 1.5712 5.7667 0.090
H 0.2886 2.8044 4.8322 0.072
H -2.4468 1.6364 2.4982 0.062
H -1.7153 3.0690 3.3021 0.089
H -2.5923 1.8352 4.2836 0.074
H 4.4123 0.6359 1.6576 0.066
H 5.3368 -0.6382 2.4928 0.092
H 4.6554 0.7254 3.4474 0.075
H 2.8111 -1.2245 0.6924 0.071
H 2.0387 -2.3756 1.8355 0.067
H 3.8136 -2.4270 1.5378 0.090
H 3.5441 -0.9612 4.9795 0.087
H 4.2649 -2.2898 3.9935 0.080
H 2.4895 -2.2520 4.3047 0.099
O 0.0838 -1.8053 1.3236 -0.565
O -2.3579 0.8731 0.9332 0.050
C -1.8090 0.2607 0.0254 -0.622
N -2.4149 0.0885 -1.1694 0.156
C -1.6363 -0.6512 -2.1227 -0.204
C -0.4137 -0.8667 -1.1693 -0.427
O 0.6091 -1.4768 -1.4850 0.125
N -0.6184 -0.3056 0.0308 -0.157
C -2.3350 -1.9681 -2.5236 -0.092
C -1.5903 -3.0812 -2.9560 -0.011
C -2.2144 -4.2682 -3.3505 -0.082
C -3.6017 -4.3678 -3.3287 -0.109
C -4.3641 -3.2786 -2.9177 -0.092
C -3.7383 -2.0904 -2.5268 -0.023
C -1.2982 0.2043 -3.3624 -0.115
C -2.1533 1.2306 -3.8093 -0.025
C -1.8528 1.9829 -4.9495 -0.090
C -0.6976 1.7169 -5.6782 -0.108
C 0.1560 0.6979 -5.2679 -0.080
C -0.1438 -0.0507 -4.1260 -0.013
H -3.3306 0.4686 -1.3170 0.140
H -0.5031 -3.0338 -2.9784 0.110
H -1.6083 -5.1122 -3.6663 0.099
H -4.0860 -5.2924 -3.6264 0.093
H -5.4474 -3.3498 -2.8928 0.096
H -4.3627 -1.2603 -2.2100 0.103
H -3.0618 1.4654 -3.2627 0.105
H -2.5217 2.7801 -5.2600 0.096
H -0.4602 2.3041 -6.5596 0.094
H 1.0622 0.4825 -5.8263 0.099
H 0.5449 -0.8383 -3.8259 0.113

***

No. 6
15
Properties=species:S:1:pos:R:3:lowdin_charge:R:1 method="wB97M-V/def2-TZVPD" gap_ev=10.0 homo_ev=-9.349 relative_energy_kj_mol=120.8 lumo_ev=0.67 energy_ha=-379.095009 smiles="NC(=O)NCCO"
N -0.0040 1.8816 1.7335 0.154
C -0.7913 1.4020 0.7010 -0.620
O -2.0017 1.3981 0.8215 0.051
N -0.1440 0.9677 -0.4450 0.027
C 0.7102 -0.2415 -0.4539 -0.180
C -0.1265 -1.3687 -1.0952 -0.223
O 0.6051 -2.6243 -1.0463 -0.084
H 0.9871 1.8506 1.6394 0.084
H -0.4251 1.5635 2.6008 0.107
H -0.4078 1.1886 -1.3875 0.128
H 1.6667 -0.0360 -0.9350 0.113
H 0.9601 -0.4898 0.5821 0.115
H -0.3822 -1.1097 -2.1174 0.116
H -0.9945 -1.4341 -0.4377 0.120
H 0.3478 -2.9480 -0.1602 0.090